A 5-piece molecular cluster, C48H49Br2F4O6P overall in a non-equilibrium geometry, computed with the ωB97M-V functional and the def2-TZVPD basis.

The geometry in XYZ format:
```
110
Properties=species:S:1:pos:R:3:lowdin_charge:R:1
C 3.814 -2.638 1.291 -0.091
C 3.394 -2.426 -0.221 -0.216
O 3.670 -3.560 -1.065 -0.053
C 2.850 -4.659 -0.786 -0.445
O 3.276 -5.517 -0.059 0.101
C 1.440 -4.715 -1.508 -0.075
C 0.463 -5.787 -0.923 -0.171
C -0.996 -5.328 -0.511 -0.134
C -1.215 -3.835 -0.120 -0.125
C -0.578 -3.165 0.886 -0.252
P 0.699 -4.032 1.951 0.640
O 0.241 -5.614 2.247 -0.361
Br 0.774 -3.081 4.025 0.293
C -0.913 -1.647 1.085 -0.316
O -0.996 -1.108 2.156 0.064
C -1.186 -0.878 -0.247 -0.011
C -0.760 0.478 -0.496 -0.090
C 0.016 1.275 0.583 -0.056
C -1.064 1.783 1.728 -0.218
C -0.418 1.996 3.181 -0.014
O -0.845 3.134 2.239 -0.178
C -1.059 1.072 -1.819 -0.150
C -0.543 2.516 -2.074 -0.629
Br -0.413 2.996 -3.996 0.720
C -1.323 3.649 -1.299 -0.242
C -0.360 4.901 -1.220 -0.114
C -1.792 0.373 -2.847 0.012
C -2.234 -1.013 -2.603 -0.122
C -3.008 -1.810 -3.702 -0.187
C -4.571 -1.879 -3.432 -0.101
C -1.900 -1.599 -1.326 -0.017
C -2.280 -3.075 -0.994 -0.260
O -3.276 -3.619 -1.393 0.114
H 4.871 -2.334 1.487 0.077
H 3.616 -3.667 1.666 0.037
H 3.171 -1.926 1.884 0.063
H 4.057 -1.597 -0.594 0.108
H 2.341 -2.033 -0.324 0.112
H 1.057 -3.669 -1.573 0.111
H 1.697 -5.015 -2.564 0.133
H 0.337 -6.582 -1.711 0.118
H 0.916 -6.335 -0.052 0.097
H -1.317 -5.944 0.372 0.113
H -1.709 -5.614 -1.331 0.117
H -0.597 -5.684 2.742 0.070
H 0.480 2.223 0.230 0.101
H 0.713 0.581 1.108 0.114
H -2.127 1.364 1.680 0.158
H 0.692 1.963 3.236 0.112
H -1.063 1.969 4.081 0.105
H 0.517 2.548 -1.697 0.073
H -1.538 3.317 -0.250 0.095
H -2.257 3.854 -1.885 0.111
H 0.528 4.839 -1.888 0.050
H -0.967 5.828 -1.410 0.077
H 0.009 4.978 -0.160 0.076
H -2.054 0.800 -3.835 0.078
H -2.645 -2.867 -3.771 0.106
H -2.829 -1.366 -4.720 0.110
H -4.762 -1.379 -2.449 0.078
H -5.185 -1.413 -4.244 0.072
H -4.918 -2.938 -3.341 0.068
F -5.780 4.534 5.093 0.056
C -4.524 5.012 5.044 -0.290
C -3.562 4.320 4.329 -0.010
C -2.266 4.816 4.273 -0.074
C -1.946 5.993 4.942 -0.090
C -2.921 6.676 5.661 -0.087
C -4.219 6.186 5.708 -0.024
H -3.830 3.401 3.822 0.115
H -1.508 4.284 3.708 0.068
H -0.934 6.378 4.902 0.100
H -2.669 7.591 6.184 0.103
H -4.994 6.709 6.255 0.115
F -2.859 7.732 -3.575 0.058
C -3.072 7.244 -4.810 -0.287
C -4.108 7.754 -5.571 -0.020
C -4.323 7.252 -6.848 -0.085
C -3.508 6.240 -7.343 -0.099
C -2.474 5.734 -6.565 -0.084
C -2.250 6.242 -5.292 -0.027
H -4.737 8.536 -5.165 0.116
H -5.126 7.649 -7.457 0.104
H -3.680 5.846 -8.338 0.100
H -1.842 4.942 -6.949 0.102
H -1.444 5.865 -4.675 0.082
F 2.718 3.838 -0.856 0.051
C 3.715 3.015 -0.483 -0.289
C 4.123 2.013 -1.345 -0.015
C 5.155 1.166 -0.962 -0.093
C 5.758 1.324 0.281 -0.096
C 5.334 2.332 1.139 -0.079
C 4.310 3.187 0.754 -0.016
H 3.636 1.901 -2.306 0.119
H 5.489 0.382 -1.632 0.106
H 6.560 0.659 0.580 0.103
H 5.802 2.452 2.109 0.107
H 3.972 3.984 1.405 0.119
F 3.487 -7.014 6.052 0.057
C 3.498 -7.685 4.887 -0.289
C 3.423 -9.066 4.897 -0.023
C 3.425 -9.757 3.690 -0.087
C 3.513 -9.058 2.489 -0.094
C 3.595 -7.671 2.497 -0.075
C 3.583 -6.983 3.699 -0.016
H 3.362 -9.593 5.842 0.114
H 3.358 -10.838 3.685 0.102
H 3.517 -9.596 1.549 0.100
H 3.668 -7.120 1.565 0.082
H 3.636 -5.901 3.716 0.113
```

Calculated values
**Structure (SMILES)**: CCOC(=O)CCCC1=C(P(O)Br)C(=O)c2c(C[C@H]3CO3)c([C@@H](Br)CC)cc(CC)c2C1=O.Fc1ccccc1.Fc1ccccc1.Fc1ccccc1.Fc1ccccc1
**Highest occupied orbital energy**: -9.04 eV
**HOMO-LUMO gap**: 7.72 eV

C48H49F3GaN10O16S as an isolated structure in a non-equilibrium geometry, computed with the ωB97M-V functional and the def2-TZVPD basis.

The geometry in XYZ format:
```
128
Properties=species:S:1:pos:R:3:lowdin_charge:R:1
C -3.674 -4.322 1.219 -0.138
C -3.743 -2.862 0.438 -0.364
N -2.766 -2.804 -0.717 -0.169
Ga -1.009 -2.156 -0.177 0.282
N -1.065 -0.219 -0.200 -0.104
C -0.260 -3.004 1.548 -0.204
C -0.034 -1.981 2.804 -0.358
C -0.711 -0.505 3.015 -0.097
N 0.797 -2.433 3.836 0.014
S 0.439 -2.782 -1.915 0.781
O -0.305 -2.662 -3.299 -0.447
O 0.986 -4.220 -1.750 -0.463
C 1.914 -1.606 -1.790 -0.325
F 1.501 -0.355 -2.492 -0.010
F 2.029 -1.271 -0.322 -0.050
F 3.140 -2.237 -2.342 -0.010
H -3.300 -4.132 2.325 0.064
H -2.983 -5.043 0.602 0.077
H -4.776 -4.780 1.244 0.069
H -3.671 -1.939 1.152 0.066
H -4.833 -2.822 -0.047 0.109
H -3.173 -2.119 -1.423 0.049
H -1.342 0.177 -1.132 -0.002
H -0.176 0.194 0.159 -0.035
H -0.880 -3.939 1.929 0.067
H 0.817 -3.442 1.275 0.065
H -1.851 -0.434 2.762 0.062
H -0.067 0.283 2.394 0.078
H -0.544 -0.193 4.154 0.072
H 1.146 -3.405 3.605 0.023
C 3.998 0.780 -0.814 -0.061
C 3.509 1.506 0.273 -0.042
C 3.848 2.851 0.426 0.009
C 4.677 3.465 -0.523 -0.142
C 5.176 2.737 -1.611 -0.001
C 4.833 1.391 -1.752 -0.049
N 5.017 4.886 -0.381 -0.289
O 4.571 5.491 0.605 0.028
O 5.725 5.400 -1.258 0.071
H 3.727 -0.267 -0.932 0.075
H 2.860 1.022 1.000 0.112
H 3.458 3.403 1.279 0.120
H 5.825 3.199 -2.352 0.117
H 5.213 0.818 -2.595 0.113
C -9.061 -1.161 4.018 -0.070
C -8.140 -1.833 4.824 -0.077
C -6.777 -1.780 4.523 -0.006
C -6.346 -1.045 3.411 -0.130
C -7.269 -0.376 2.595 0.002
C -8.629 -0.438 2.905 -0.067
N -4.913 -0.964 3.104 -0.312
O -4.129 -1.585 3.838 0.054
O -4.568 -0.277 2.132 0.045
H -10.121 -1.201 4.259 0.105
H -8.484 -2.396 5.689 0.103
H -6.073 -2.309 5.161 0.116
H -6.948 0.195 1.726 0.112
H -9.353 0.080 2.280 0.078
C 3.400 -5.448 -3.244 -0.049
C 4.599 -6.066 -3.603 -0.064
C 4.592 -7.365 -4.115 -0.025
C 3.372 -8.037 -4.268 -0.152
C 2.167 -7.422 -3.901 0.012
C 2.188 -6.124 -3.388 -0.046
N 3.354 -9.393 -4.829 -0.330
O 4.442 -9.910 -5.124 0.037
O 2.253 -9.942 -4.980 0.055
H 3.411 -4.433 -2.851 0.086
H 5.541 -5.533 -3.487 0.105
H 5.535 -7.832 -4.390 0.088
H 1.213 -7.935 -4.010 0.119
H 1.258 -5.637 -3.103 0.083
C -7.316 4.433 -2.269 -0.071
C -8.502 3.698 -2.280 -0.068
C -8.931 3.045 -1.123 -0.001
C -8.163 3.139 0.045 -0.138
C -6.968 3.869 0.057 0.008
C -6.547 4.516 -1.107 -0.060
N -8.622 2.475 1.272 -0.306
O -9.675 1.823 1.216 0.039
O -7.933 2.609 2.293 0.070
H -6.988 4.946 -3.172 0.108
H -9.095 3.637 -3.191 0.108
H -9.858 2.476 -1.148 0.118
H -6.359 3.946 0.956 0.123
H -5.622 5.088 -1.107 0.111
C 7.090 -7.206 -6.667 -0.073
C 6.383 -6.426 -7.584 -0.055
C 7.016 -5.365 -8.235 0.002
C 8.364 -5.096 -7.962 -0.146
C 9.074 -5.873 -7.037 -0.004
C 8.430 -6.929 -6.390 -0.062
N 9.042 -3.998 -8.662 -0.328
O 8.375 -3.322 -9.459 0.058
O 10.243 -3.813 -8.419 0.055
H 6.594 -8.036 -6.167 0.091
H 5.339 -6.647 -7.793 0.114
H 6.451 -4.767 -8.946 0.119
H 10.120 -5.672 -6.812 0.117
H 8.973 -7.540 -5.673 0.109
C -5.906 2.657 7.928 -0.080
C -5.421 3.874 7.448 -0.074
C -4.318 3.900 6.592 -0.003
C -3.708 2.695 6.219 -0.138
C -4.188 1.471 6.706 0.005
C -5.290 1.459 7.563 -0.068
N -2.564 2.713 5.299 -0.315
O -2.157 3.816 4.905 0.059
O -2.073 1.625 4.966 0.065
H -6.770 2.642 8.590 0.104
H -5.906 4.804 7.738 0.105
H -3.953 4.857 6.226 0.117
H -3.721 0.529 6.428 0.120
H -5.671 0.514 7.944 0.107
C 5.265 8.155 1.047 -0.058
C 4.776 8.881 2.135 -0.058
C 5.115 10.226 2.288 -0.008
C 5.944 10.840 1.339 -0.153
C 6.443 10.112 0.250 -0.005
C 6.100 8.766 0.109 -0.055
N 6.284 12.261 1.480 -0.331
O 5.838 12.866 2.467 0.049
O 6.992 12.776 0.603 0.050
H 4.994 7.108 0.929 0.049
H 4.127 8.397 2.862 0.108
H 4.725 10.778 3.140 0.114
H 7.092 10.574 -0.491 0.115
H 6.480 8.193 -0.734 0.102
```

Calculated values
**Net charge**: -1
**Highest occupied orbital energy**: -5.61 eV
**HOMO-LUMO gap**: 5.77 eV